# 1
The following is a quantum chemistry calculation of an isolated molecule of C2H7N3S, from the OMol25 dataset.

```
13
C2H7N3S, DFT ωB97M-V/def2-TZVPD
C 1.11703 -0.00766 -0.58243
C -0.10762 -0.98001 -0.83608
N 0.74069 0.96727 0.41806
N -0.26662 1.70806 0.00142
N -1.34923 -0.42442 -0.17728
S -1.17091 -0.78271 1.39321
H 2.12819 -0.55901 -0.39936
H 1.22197 0.64617 -1.52897
H -0.39738 -1.11011 -1.90786
H 0.12546 -1.95336 -0.47158
H 1.10836 0.82178 1.41267
H -0.73225 2.15190 0.76668
H -2.41768 -0.47790 1.91152
```

Properties
gap between HOMO and LUMO (alpha / beta): 7.5391 / 8.5309 eV
E_HOMO (alpha / beta): -7.41 / -7.80 eV
E_LUMO (alpha / beta): 0.132 / 0.731 eV
relative energy (zero: lowest compared OMol25 entry of this formula, charge and spin): 102.33 kcal per mole
total energy: -17488.4745 eV



# 2
The following is a quantum chemistry calculation of a structure of composition C8H22AlAs3F18N2O2, from the OMol25 dataset.

```
56
C8H22AlAs3F18N2O2, DFT ωB97M-V/def2-TZVPD
Al 0.03067 -1.06091 -0.04844
As -3.29214 -4.36673 0.40670
F -3.87404 -3.21186 1.65390
F -4.33340 -3.79489 -0.95386
F -2.64060 -5.65047 -0.64551
F -2.28282 -5.00992 1.73630
F -4.61264 -5.55238 0.94015
F -1.94849 -3.21430 0.00138
As 4.40817 -2.65508 -0.87199
F 3.68267 -4.13082 -0.09772
F 3.87805 -3.39104 -2.48949
F 4.98741 -1.19011 -1.79452
F 4.82516 -1.90451 0.63304
F 5.97913 -3.46808 -1.02514
F 2.79373 -1.86986 -0.55691
As -1.36223 1.80678 -3.59126
F -0.55547 0.75286 -2.25242
F -2.62996 0.55767 -3.93746
F -1.92842 2.71972 -5.09062
F -0.21849 3.07258 -3.15754
F -0.22245 0.99315 -4.66262
F -2.52780 2.59894 -2.50864
C 3.52869 1.45876 2.83058
C 2.66587 0.90648 1.64842
C 3.07329 1.36429 0.23564
O 2.12589 0.91364 -0.75677
C 2.43736 1.42520 -2.02098
N 2.40579 -0.47056 1.85357
H 3.23133 2.48448 3.04871
H 4.55300 1.33234 2.48001
H 3.37298 0.80969 3.69230
H 1.74140 1.44923 1.84557
H 4.10838 1.13365 -0.01638
H 2.99988 2.45180 0.23992
H 1.83632 0.86871 -2.74012
H 3.37967 1.27849 -2.54882
H 1.98468 2.40683 -2.16104
H 2.25021 -0.72149 2.81945
H 3.18459 -1.07822 1.64305
C -4.91013 0.54799 1.21399
C -3.46046 0.50752 0.69404
C -2.58623 1.73615 1.09869
O -1.24313 1.41954 0.56814
C -0.44336 2.66893 0.50012
N -2.76959 -0.67290 1.21604
H -5.23497 -0.48662 1.10372
H -5.62254 1.12709 0.62646
H -4.99031 0.92418 2.23387
H -3.54623 0.43607 -0.39022
H -2.53328 2.04282 2.14332
H -3.10515 2.53502 0.56897
H -0.65260 3.23002 -0.41065
H 0.62837 2.49967 0.39600
H -0.53850 3.34367 1.35088
H -3.40996 -1.44746 1.11561
H -2.61729 -0.45575 2.19059
```

Properties
multiplicity: 2
gap between HOMO and LUMO (alpha / beta): 9.6205 / 4.8512 eV
E_HOMO (alpha / beta): -8.92 / -8.47 eV
net charge: -1
E_LUMO (alpha / beta): 0.697 / -3.620 eV
total energy: -253763.7401 eV



# 3
The following is a quantum chemistry calculation of a structure of composition C31H67F2N8NiO21S2, from the OMol25 dataset.

```
132
C31H67F2N8NiO21S2, DFT ωB97M-V/def2-TZVPD
Ni 0.65001 2.79503 0.24702
C -2.82156 1.84552 4.19086
C -1.55277 0.99713 4.45769
N -1.49466 -0.41626 3.69111
C -1.37152 -0.18468 2.19615
C -0.19160 -1.15000 4.10992
C 1.17396 -0.62832 3.62745
C -2.73298 -1.34848 3.94547
C -3.28580 -1.60586 5.30819
O -2.28159 -2.00091 6.22850
C -2.71490 -2.21372 7.61719
H -2.80332 2.28118 3.19187
H -2.78856 2.69267 4.87595
H -3.68936 1.21699 4.39079
H -1.55928 0.70576 5.50801
H -0.62910 1.45200 4.09986
H -1.24226 -1.09554 1.61158
H -0.56620 0.54298 2.09568
H -2.32150 0.23583 1.86630
H -0.31721 -2.13411 3.65842
H -0.26653 -1.33162 5.18206
H 1.40264 0.43679 3.66388
H 1.32894 -0.98465 2.60907
H 1.93897 -1.11974 4.22858
H -2.42956 -2.28265 3.47286
H -3.53192 -0.97069 3.30744
H -4.07371 -2.35476 5.22794
H -3.75496 -0.73430 5.76465
H -2.00185 -2.93546 8.01562
H -3.70150 -2.67682 7.63399
H -2.59973 -1.26234 8.13651
C -3.32583 0.53931 -4.19324
C -4.83334 0.73801 -3.85079
N -5.23856 -0.05995 -2.57373
C -4.44962 0.63560 -1.42964
C -6.79114 0.17933 -2.32166
C -7.21603 1.70669 -2.38258
C -4.91980 -1.56971 -2.56555
C -5.29395 -2.32729 -3.87498
O -6.68446 -2.18248 -4.23498
C -6.95497 -2.39595 -5.62537
H -2.64635 1.07561 -3.53082
H -2.93810 0.90708 -5.14325
H -3.04886 -0.50844 -4.30979
H -5.42315 0.24600 -4.62419
H -4.98564 1.81624 -3.80242
H -4.78491 0.10911 -0.53606
H -4.67522 1.70198 -1.43580
H -3.36581 0.55723 -1.51518
H -6.98890 -0.42909 -1.43914
H -7.39759 -0.33346 -3.06822
H -6.73576 2.36537 -1.65899
H -8.29551 1.74193 -2.23560
H -7.11468 2.07277 -3.40424
H -5.44406 -2.02134 -1.72337
H -3.87711 -1.64807 -2.25774
H -5.01762 -3.35977 -3.66113
H -4.66748 -2.10463 -4.73874
H -8.02306 -2.40873 -5.84245
H -6.60426 -3.37166 -5.96165
H -6.58382 -1.59465 -6.26432
C 2.12173 3.34114 4.25896
C 2.69692 4.46535 4.82895
C 2.83539 5.71779 4.01180
O 3.51241 6.77807 4.49684
C 2.51477 5.85408 2.69015
C 1.93738 4.71281 1.96196
C 1.67579 3.40123 2.84087
O 0.97571 2.56447 2.25750
O 1.52479 4.64077 0.80729
O 3.17158 4.33132 6.02326
H 1.95751 2.46060 4.86234
H 2.56861 6.82791 2.22632
N 1.57135 1.21240 -0.19670
S 2.90253 0.59317 -0.03995
O 3.75230 0.44581 -1.21081
O 3.17749 -0.23435 1.13601
F 3.61474 1.92561 0.50287
S 0.93856 -0.18161 -0.93171
O 0.69024 -1.32008 -0.04469
O 1.19635 -0.39602 -2.33881
F -0.55735 0.44018 -1.01089
C -0.82671 -3.71184 -0.98435
N -1.87518 -4.39188 -1.73523
O -1.91134 -5.59617 -1.61893
O -2.43318 -3.76995 -2.62471
H 0.11720 -3.58506 -1.51453
H -0.60056 -4.38248 -0.15537
H -1.28608 -2.81228 -0.57466
C 7.02102 2.51342 -1.27924
N 7.04528 2.32412 -2.78031
O 7.54591 1.32201 -3.23672
O 6.45938 3.24592 -3.46148
H 7.96347 2.28122 -0.78330
H 6.29441 1.79568 -0.89845
H 6.81686 3.55782 -1.04332
C 2.68728 2.76989 -3.49154
N 3.12431 4.07245 -2.85491
O 3.63113 4.17157 -1.79267
O 3.10826 5.07781 -3.55937
H 2.17102 2.94032 -4.43627
H 1.99591 2.37087 -2.74931
H 3.55565 2.12745 -3.63749
C 4.98319 1.56130 3.32229
N 5.72059 2.84785 2.98430
O 5.70986 3.72751 3.80115
O 6.32927 2.79788 1.89292
H 4.02951 1.71344 3.82771
H 5.64115 1.02095 4.00288
H 4.91996 0.97848 2.40337
C -0.28931 -2.00241 -4.23934
N 1.07921 -2.59027 -4.28480
O 1.78696 -2.23951 -5.19637
O 1.39194 -3.45290 -3.47395
H -0.21769 -0.91865 -4.33110
H -0.78864 -2.20915 -3.29274
H -0.89380 -2.32697 -5.08631
C 3.18785 -3.80066 0.56977
C 4.12093 -4.01479 -0.62189
O 4.40820 -2.74175 -1.08606
C 5.47266 -2.69376 -2.04949
C 5.84247 -1.35319 -2.67219
H 2.93904 -4.77306 0.99477
H 3.51337 -3.02350 1.26126
H 2.22274 -3.52023 0.14784
H 5.00464 -4.59784 -0.36269
H 3.69528 -4.70536 -1.34993
H 6.36239 -3.20505 -1.68197
H 5.03016 -3.24790 -2.87726
H 6.77565 -1.46176 -3.22491
H 6.07507 -0.61847 -1.90137
H 5.11947 -0.89976 -3.35025
```

Properties
multiplicity: 4
gap between HOMO and LUMO (alpha / beta): 3.9029 / 4.3426 eV
E_HOMO (alpha / beta): -5.44 / -5.92 eV
E_LUMO (alpha / beta): -1.535 / -1.576 eV
total energy: -156272.7119 eV